No. 1
ORCA calculation (wB97M-V/def2-TZVPD) on a structure of composition C9H18BeNOPS.

Values from the calculation:
Maximum force (eV/A): 3.50
Energy (eV): -33683.625
HOMO level (Ha): -0.204
Orbital gap (eV): 5.2
Energy relative to the best compared isomer or geometry (same formula, charge and spin) (kJ/mol): 0.0

Each line ends with the natural charge from an NBO analysis.
Atoms and positions in Å:
Be (0.4445, 0.0242, 0.6426)  1.3231
H (-0.6056, 0.1566, -1.1846)  -0.0262
H (-0.2634, -0.4492, -1.5345)  0.0315
P (1.9174, -1.6483, 0.0790)  0.7967
C (3.5765, -1.1732, -0.5389)  -0.9583
H (4.2048, -2.0643, -0.7089)  0.2260
H (3.4738, -0.6157, -1.4841)  0.2404
H (4.0677, -0.5230, 0.1984)  0.2425
C (2.2344, -2.9126, 1.3237)  -0.9697
H (1.2878, -3.3553, 1.6234)  0.2492
H (2.8981, -3.7056, 0.9742)  0.2279
H (2.6795, -2.4520, 2.2026)  0.2470
C (1.3774, -2.7025, -1.3435)  -0.9796
H (1.3240, -2.1273, -2.2765)  0.2255
H (2.0786, -3.5386, -1.5053)  0.2012
H (0.3871, -3.1348, -1.1573)  0.2331
C (1.5080, 1.3062, -0.2897)  0.2893
O (2.2789, 2.0375, -0.7802)  -0.5603
H (-0.7038, -0.5692, 0.9733)  -0.6474
H (1.5793, -0.4585, 1.2535)  -0.5203
S (-0.2263, 2.0385, 1.4876)  -0.2341
C (-1.7822, 2.0654, 0.8054)  0.0796
N (-1.9446, 2.9504, -0.2384)  -0.5006
C (-3.1756, 3.2630, -0.7269)  0.0639
C (-4.2911, 2.6085, -0.2431)  -0.3026
C (-4.1519, 1.6114, 0.7395)  -0.1177
C (-2.8862, 1.3290, 1.2492)  -0.2544
H (-1.1278, 3.4950, -0.5280)  0.4390
H (-3.1656, 4.0222, -1.4995)  0.2215
H (-5.2741, 2.8749, -0.6270)  0.2345
H (-5.0301, 1.0932, 1.1241)  0.2308
H (-2.6893, 0.5542, 1.9899)  0.2685



No. 2
ORCA calculation (wB97M-V/def2-TZVPD) on a structure of composition C2H7FN.

Values from the calculation:
Maximum force (eV/A): 5.64
Energy (eV): -6392.922
Net charge: -1
HOMO level (Ha): -0.095
Orbital gap (eV): 7.3
Energy relative to the best compared isomer or geometry (same formula, charge and spin) (kJ/mol): 187.1

Each line ends with the natural charge from an NBO analysis.
Atoms and positions in Å:
C (-0.5754, -0.1894, 0.0242)  -0.0146
H (0.3628, 1.6192, -0.6337)  0.2115
F (0.2106, -0.8838, -1.8268)  -0.8943
C (-0.6426, 1.2834, -0.3380)  -0.6348
H (-1.3375, -0.8318, -0.4601)  0.2504
H (-0.9170, 1.8599, 0.5615)  0.1724
H (-1.3727, 1.4676, -1.1422)  0.2085
N (0.6052, -0.4841, 0.7726)  -0.8300
H (0.5486, -1.4681, 1.1106)  0.3506
H (0.6513, 0.1273, 1.6197)  0.3315
H (-1.5750, -0.2889, 1.0564)  -0.1514



> The lowest maximum force belongs to which entry?

C9H18BeNOPS



> Which of these has the lowest energy relative to the best compared isomer or geometry (same formula, charge and spin)?

C9H18BeNOPS



> energy of number 1 (C9H18BeNOPS)?

-33683.625 eV



> HOMO level of number 1 (C9H18BeNOPS)?

-0.204 Ha